A molecular structure, C8H8NOReSSe4 in a non-equilibrium geometry. Source: the Open Molecules 2025 dataset; level of theory: ωB97M-V with the def2-TZVPD basis set.

Summary:
Strongest force on any atom, eV Å⁻¹: 4.96
Lowest unoccupied orbital energy (alpha / beta), eV: -5.3 / -5.9

The geometry in ORCA input format:
```
! RIJCOSX wB97M-V def2-TZVPD def2/J DEFGRID3
* xyz 1 2
Re -0.22152 0.10508 0.33997
Se 0.96328 2.21925 0.77188
Se 2.95718 2.18238 -0.44705
Se 3.53545 -0.06905 -0.71169
Se 1.82317 -1.28561 0.28540
N 0.31010 0.59523 -2.77289
C 0.13818 0.41556 -1.65058
C -0.79827 -1.39411 3.28569
S -1.68728 -1.10059 1.72095
O -1.72212 0.40026 1.60420
C -3.33061 -1.55707 2.27527
C -4.21582 -0.57256 2.66669
C -5.46703 -0.95491 3.12202
C -5.80815 -2.29693 3.17044
C -4.91062 -3.26938 2.75374
C -3.65807 -2.90212 2.29268
H -1.24718 -0.77977 4.06118
H 0.25650 -1.13950 3.16733
H -0.88894 -2.44617 3.53594
H -3.93868 0.47082 2.62368
H -6.16645 -0.20046 3.44541
H -6.78513 -2.58611 3.52428
H -5.18218 -4.31254 2.79211
H -2.95167 -3.65102 1.96359
*
```

***

A single C7H13N3O3 molecule in a non-equilibrium geometry. Source: the Open Molecules 2025 dataset; level of theory: ωB97M-V with the def2-TZVPD basis set.

Summary:
Strongest force on any atom, eV Å⁻¹: 1.88
Energy above the lowest of the compared OMol25 structures with the same formula, charge and spin, kcal/mol: 150.4
Lowest unoccupied orbital energy, eV: 0.5

The geometry in ORCA input format:
```
! RIJCOSX wB97M-V def2-TZVPD def2/J DEFGRID3
* xyz 0 1
C 2.16184 1.26412 0.59565
C 2.56645 0.02020 0.55108
C 4.21328 -0.28494 0.23372
C 1.67907 -1.06906 0.32469
C -2.07580 -1.74389 0.31906
C 0.63950 2.41607 -0.91772
C -2.08798 -0.32359 0.87117
N -0.01803 0.35153 0.03274
N 1.81331 -1.82877 -0.76353
N 0.70454 1.52901 0.25901
O 4.24256 -0.66478 -0.91820
O 4.95629 -0.04744 1.13742
O -0.80190 0.14210 1.21297
H 2.74328 2.14136 0.80941
H 1.15842 -1.47868 1.18207
H -1.46102 -1.77326 -0.57668
H -1.66402 -2.43003 1.05462
H -3.08940 -2.04993 0.07453
H 1.14291 1.91197 -1.74080
H -0.40210 2.58618 -1.18495
H 1.13216 3.36312 -0.70654
H -2.64715 -0.27259 1.80880
H -2.54656 0.35196 0.13614
H 2.59475 -1.58371 -1.36572
H 1.43734 -2.76115 -0.79417
H 0.29697 2.00354 1.08106
*
```

***

A molecular structure, C24H17Cl2IrPSSe2Te2. Source: the Open Molecules 2025 dataset; level of theory: ωB97M-V with the def2-TZVPD basis set.

Summary:
Strongest force on any atom, eV Å⁻¹: 0.65
Energy above the lowest of the compared OMol25 structures with the same formula, charge and spin, kcal/mol: 39.5
Lowest unoccupied orbital energy (alpha / beta), eV: -1.1 / -2.3

The geometry in ORCA input format:
```
! RIJCOSX wB97M-V def2-TZVPD def2/J DEFGRID3
* xyz 0 2
Ir -0.06355 0.00985 -0.43450
C -1.15288 -3.04059 -2.73447
C -1.31652 -3.64762 -1.47970
C -0.46830 -3.32758 -0.45246
C 0.59285 -2.40532 -0.63416
C 0.75814 -1.80345 -1.89552
C -0.13574 -2.14353 -2.93795
P 1.78479 -2.33964 0.76743
C 2.99523 -3.62427 0.25442
C 3.45727 -3.77276 -1.05305
C 4.38677 -4.75160 -1.36272
C 4.87360 -5.59066 -0.36666
C 4.42406 -5.45032 0.93613
C 3.48340 -4.47386 1.24213
C 2.66054 -0.79917 0.36550
C 4.02155 -0.68089 0.64438
C 4.65952 0.54116 0.51808
C 3.92521 1.64859 0.12280
C 2.57384 1.53090 -0.16941
C 1.90595 0.30825 -0.06493
H -1.82063 -3.29047 -3.54890
H -2.11119 -4.36569 -1.32309
H -0.58819 -3.78922 0.52118
H 1.65354 -1.23967 -2.12724
H 0.01087 -1.71955 -3.92076
H 3.09200 -3.11694 -1.83384
H 4.73722 -4.85928 -2.38137
H 5.60198 -6.35356 -0.60991
H 4.79955 -6.10192 1.71461
H 3.12148 -4.36953 2.25864
H 4.58207 -1.55396 0.95958
H 5.71772 0.62848 0.72890
H 4.40538 2.61524 0.03131
H 2.04032 2.41468 -0.49046
Se -2.64136 -0.76400 -0.43855
Te -3.02454 -0.94372 1.93249
Te -0.61793 0.24562 2.66616
Se -0.72797 1.91813 0.87935
Cl -2.87018 1.37213 -3.24594
C -1.52660 0.81252 -4.18345
C -1.79939 0.28819 -5.43682
C -0.75471 -0.12479 -6.24620
C 0.55243 -0.01314 -5.80249
C 0.80182 0.49084 -4.53592
Cl 2.45622 0.52847 -4.01236
C -0.22614 0.91055 -3.67796
S 0.16299 1.60439 -2.10639
H -2.82467 0.22424 -5.77295
H -0.95932 -0.52605 -7.22974
H 1.38145 -0.32532 -6.42172
*
```

***

A molecular structure, C22H34Br5IN4O3PS in a non-equilibrium geometry. Source: the Open Molecules 2025 dataset; level of theory: ωB97M-V with the def2-TZVPD basis set.

Summary:
Strongest force on any atom, eV Å⁻¹: 6.35
Lowest unoccupied orbital energy, eV: -4.0

The geometry in ORCA input format:
```
! RIJCOSX wB97M-V def2-TZVPD def2/J DEFGRID3
* xyz 1 1
C -3.92609 -0.34873 2.04829
C -4.29717 0.96927 1.23880
O -3.16929 1.30071 0.39443
C -3.42317 1.10059 -0.94255
O -3.93882 0.06548 -1.29801
C -3.02177 2.15168 -2.04087
C -1.93602 3.17413 -1.52827
C -0.46277 2.85829 -1.96243
C 0.03714 1.43252 -1.66208
N -0.59819 0.32801 -1.92752
C 0.08223 -0.95101 -1.57275
C 0.41641 -1.96361 -2.68965
Br 0.69377 -1.36885 -4.55514
C 0.49799 -3.30907 -2.52735
C 0.81301 -4.29857 -3.70116
Br 0.17159 -4.11906 -0.79981
C 1.12384 -0.48588 -0.46037
Br -0.12851 -0.55894 1.14499
C 2.32529 -1.46591 0.01313
I 1.83081 -2.34895 1.97841
C 3.72925 -0.78761 0.24641
C 4.83085 -1.91534 0.41502
C 1.43167 0.93065 -1.05609
C 2.15530 2.05425 -0.22116
C 1.64040 2.31527 1.23630
S -0.08913 2.90216 1.36748
C -0.18944 4.38529 2.37490
N -1.03177 5.31027 1.87117
N -1.02013 6.32522 2.77688
C -0.18234 5.99237 3.75659
O 0.38456 4.73566 3.55754
P 2.48360 0.97473 -2.67663
N 3.34706 -0.32628 -2.90109
H -3.94518 -1.17993 1.29622
H -2.86937 -0.19669 2.40039
H -4.63682 -0.50920 2.89361
H -4.41231 1.76887 2.01771
H -5.25955 0.84137 0.69406
H -3.96078 2.73938 -2.22699
H -2.68188 1.65704 -2.98478
H -2.08966 3.31532 -0.43289
H -2.19536 4.16702 -1.99214
H -0.41477 2.99532 -3.08382
H 0.18618 3.67200 -1.54889
H -1.51210 0.15008 -2.35038
H -0.74321 -1.47953 -1.01349
H 1.65340 -3.95513 -4.34283
H -0.11475 -4.57246 -4.26163
H 1.16204 -5.25154 -3.21398
H 2.44324 -2.26007 -0.76350
H 4.03321 -0.02180 -0.49972
H 3.69011 -0.26113 1.24432
H 4.63398 -2.77531 -0.26995
H 5.80477 -1.46059 0.10413
H 4.93823 -2.20936 1.48468
H 3.27107 1.93321 -0.15087
H 2.02164 3.01750 -0.79402
H 2.31162 3.09600 1.69154
H 1.82416 1.38835 1.84711
H -0.05111 6.68328 4.60775
H 3.35972 2.09617 -2.61340
H 1.60075 1.16902 -3.78816
H 4.34558 -0.11243 -2.94065
Br -2.35471 -4.24423 5.63189
C -2.32448 -5.12642 3.89698
C -0.95630 -5.04664 3.26658
Br -0.60534 -3.26973 2.52235
H -3.10266 -4.66665 3.29300
H -2.59290 -6.16357 4.10054
H -0.88659 -5.72672 2.41730
H -0.15001 -5.25953 3.96458
*
```

***

A molecular structure, C16H36Cl2F3NO11PV in a non-equilibrium geometry. Source: the Open Molecules 2025 dataset; level of theory: ωB97M-V with the def2-TZVPD basis set.

Summary:
Strongest force on any atom, eV Å⁻¹: 4.85
Lowest unoccupied orbital energy, eV: 1.5

The geometry in ORCA input format:
```
! RIJCOSX wB97M-V def2-TZVPD def2/J DEFGRID3
* xyz -2 1
O 1.67746 -1.11443 -0.71356
V 0.54920 -0.70664 0.35788
O 0.73175 -1.38332 1.76102
C -3.87598 -4.41377 -1.29547
C -2.62882 -3.64212 -1.09997
O -2.75913 -2.28065 -0.81271
H -4.36109 -4.30043 -0.32598
H -3.63541 -5.43152 -1.60272
H -4.40011 -3.91286 -2.10939
H -2.15578 -3.79924 -2.06932
H -1.93923 -4.07950 -0.37798
C 1.14521 5.24259 -1.19672
C 0.02642 4.12781 -1.45501
O -0.22303 3.14884 -0.42636
H 2.10098 4.90738 -0.79393
H 0.89662 6.06734 -0.52881
H 1.38267 5.74931 -2.13211
H 0.16724 3.54787 -2.36712
H -0.84637 4.70515 -1.75998
C -7.26001 -0.90905 3.20995
O -5.83389 -0.98470 3.50914
O -7.33844 -0.61151 1.81366
C -8.03093 -2.25127 3.66066
F -7.62832 -2.61577 4.96705
F -9.38579 -2.04287 3.67816
F -7.78969 -3.29556 2.85391
C -5.47759 -0.46186 4.80931
C -4.00064 -0.57864 5.11038
H -3.85343 -1.54972 5.58306
H -3.42709 -0.56299 4.18361
H -3.62456 0.18862 5.78713
H -5.90081 -1.05454 5.62031
H -5.73605 0.59691 4.82654
H -7.58651 -0.10721 3.87218
C 5.91184 -3.10324 -4.75976
C 5.64947 -2.72623 -6.20476
O 6.13150 -3.41281 -7.10406
N 4.95427 -1.61521 -6.46005
C 4.42599 -1.31959 -7.75455
H 5.23773 -2.52919 -4.12403
H 6.93836 -2.86157 -4.48418
H 5.85357 -4.14606 -4.44792
H 5.10050 -0.87543 -5.78816
H 4.04837 -0.30536 -7.62469
H 3.64864 -2.04448 -7.99614
H 5.19461 -1.36536 -8.52607
C 3.74304 0.63621 5.88013
O 4.41501 1.78428 5.40394
P 3.75602 2.60649 4.19914
O 3.56583 1.84956 2.96007
O 2.33374 2.99799 4.93268
C 1.30419 3.74299 4.37700
O 4.59069 3.98886 4.20856
C 5.97150 3.88010 3.95941
H 4.06866 -0.26891 5.36745
H 2.67167 0.59167 5.68449
H 3.98771 0.63907 6.94231
H 0.49607 3.10837 4.01327
H 1.65216 4.27485 3.49148
H 0.98316 4.46697 5.12593
H 6.60390 4.18331 4.79382
H 6.31867 4.65456 3.27546
H 6.38679 2.97365 3.51895
Cl -0.89133 -2.16813 -7.17441
C -1.07996 -0.92546 -5.94686
C -2.60620 -0.48724 -5.73328
Cl -3.50479 -0.02027 -7.19958
H -0.35879 -0.11891 -6.07907
H -0.59757 -1.35416 -5.06845
H -2.86841 0.35388 -5.09152
H -3.01560 -1.27699 -5.10338
*
```

***

2 unconnected molecules or ions with the total composition HN2O3P in a non-equilibrium geometry. Source: the Open Molecules 2025 dataset; level of theory: ωB97M-V with the def2-TZVPD basis set.

Summary:
Strongest force on any atom, eV Å⁻¹: 5.94
Energy above the lowest of the compared OMol25 structures with the same formula, charge and spin, kcal/mol: 36.9
Lowest unoccupied orbital energy, eV: 4.8

The geometry in ORCA input format:
```
! RIJCOSX wB97M-V def2-TZVPD def2/J DEFGRID3
* xyz -2 1
N 0.81394 1.58050 0.38372
N 1.38026 0.75521 0.88105
O 1.40296 -0.84817 -1.30568
O 3.44538 -0.46157 0.16761
O 1.39406 -1.73472 1.10894
P 2.02731 -0.92188 0.05303
H -10.46391 1.63063 -1.28868
*
```

***

2 unconnected molecules or ions with the total composition CH3Cl2N4 in a non-equilibrium geometry. Source: the Open Molecules 2025 dataset; level of theory: ωB97M-V with the def2-TZVPD basis set.

Summary:
Strongest force on any atom, eV Å⁻¹: 6.97
Energy above the lowest of the compared OMol25 structures with the same formula, charge and spin, kcal/mol: 9.3
Lowest unoccupied orbital energy (alpha / beta), eV: -5.5 / -9.6

The geometry in ORCA input format:
```
! RIJCOSX wB97M-V def2-TZVPD def2/J DEFGRID3
* xyz 1 3
C -1.71189 1.09522 -0.05186
N -2.87897 0.29543 -0.07593
N -2.08548 -1.81130 0.02723
N -0.65149 0.42481 -0.05158
N -2.78132 -0.87560 -0.06900
Cl 0.92001 0.96365 0.00705
Cl 6.75723 -0.33480 -0.02988
H -1.92761 2.15654 -0.04054
H -2.25185 -2.80678 -0.03404
H 6.61137 0.89285 0.31854
*
```